No. 1
Computed, not measured: the molecule C6H7N3O, with the ωB97M-V functional and the def2-TZVPD basis.

Structure (XYZ):
```
17
Properties=species:S:1:pos:R:3:mulliken_charge:R:1
C 2.4625 -0.2804 -1.0334 -0.494
C 1.1013 -0.3272 -1.0109 -0.210
C 1.9059 -0.1251 1.0075 0.005
C -2.4475 0.1563 -0.5201 -0.150
C -1.4417 0.9464 0.2695 -0.606
C -0.5914 -0.2106 0.8325 -0.012
N 2.9465 -0.1476 0.2306 -0.635
N -2.3178 -1.0927 -0.4011 -0.327
N 0.7434 -0.2246 0.3102 0.098
O -1.2832 -1.4024 0.4298 -0.228
H 3.1238 -0.3309 -1.8744 0.402
H 0.3761 -0.4427 -1.7899 0.379
H 1.9328 -0.0289 2.0746 0.328
H -3.2150 0.5769 -1.1397 0.424
H -0.8514 1.6124 -0.3614 0.343
H -1.9218 1.5362 1.0504 0.308
H -0.5227 -0.2152 1.9260 0.376
```

The energy relative to the best compared isomer or geometry (same formula, charge and spin) comes out at 1.666 eV. The calculation puts the LUMO energy at 0.73 eV. The total energy comes out at -472.28063 hartree. The HOMO energy comes out at -9.0376 eV. The SMILES is C1=NO[C@@H](n2ccnc2)C1.

No. 2
Computed, not measured: the molecule C2H3NO2S, with the ωB97M-V functional and the def2-TZVPD basis.

Structure (XYZ):
```
9
Properties=species:S:1:pos:R:3:mulliken_charge:R:1
C 0.6253 -1.3407 0.5439 0.099
C -0.5315 0.6750 -0.5861 -0.115
H -0.9576 -2.0313 -1.5389 0.355
H 0.1152 -2.2597 0.8781 0.345
H -1.2223 0.7240 -1.5031 0.312
N -0.2751 -0.6472 -0.3313 0.155
O -1.3780 -1.3938 -0.8992 -0.453
O 1.7087 -0.9060 0.8351 -0.438
S 0.0489 1.9056 0.3281 -0.261
```

The energy relative to the best compared isomer or geometry (same formula, charge and spin) comes out at 3.229 eV. The calculation puts the LUMO energy at -0.52 eV. The total energy comes out at -681.34065 hartree. The HOMO energy comes out at -8.9036 eV. The SMILES is O=CN(O)C=S.

No. 3
Computed, not measured: the ion C8H17FNO3S with charge +1, with the ωB97M-V functional and the def2-TZVPD basis.

Structure (XYZ):
```
31
Properties=species:S:1:pos:R:3:mulliken_charge:R:1
O 4.3409 -0.9311 0.1327 -0.593
S 3.1653 -0.7708 -0.6418 1.217
O 2.8267 -1.6491 -1.7235 -0.631
O 3.1712 0.7175 -1.2390 -0.479
C 1.7870 -0.6934 0.4870 -0.399
C 1.6319 0.6313 1.2392 -1.073
C 0.7677 1.7316 0.5614 -0.734
C -0.0602 1.3391 -0.6717 -1.139
C -1.4361 0.6614 -0.4224 0.426
C -1.7245 -0.6013 -1.2840 -0.851
C -2.2363 -1.6729 -0.3180 -0.655
N -2.7624 -0.8587 0.8371 -0.061
C -1.7125 0.2133 1.0093 -0.433
F -2.2456 1.1743 1.7968 -0.356
H 3.3047 0.6639 -2.1993 0.354
H 0.9165 -0.9766 -0.1007 -0.019
H 2.0183 -1.5098 1.1755 0.503
H 1.2345 0.4104 2.2337 0.431
H 2.6344 1.0186 1.4253 0.458
H 1.4253 2.5487 0.2703 0.469
H 0.0913 2.1639 1.3037 0.484
H -0.2460 2.2464 -1.2452 0.387
H 0.5319 0.7000 -1.3270 0.546
H -2.2141 1.4054 -0.6201 0.555
H -2.4728 -0.3757 -2.0429 0.379
H -0.8348 -0.9540 -1.8047 0.366
H -1.4297 -2.2873 0.0811 0.370
H -3.0244 -2.3180 -0.6961 0.365
H -2.9443 -1.3833 1.6945 0.349
H -3.6358 -0.3932 0.5721 0.390
H -0.8682 -0.2507 1.5164 0.375
```

The calculation puts the LUMO energy at -3.46 eV. The total energy comes out at -1093.29586 hartree. The HOMO energy comes out at -14.0703 eV. Its charge is +1. The SMILES is O=S(=O)(O)CCCC[C@H]1CC[NH2+][C@@H]1F.

No. 4
Computed, not measured: a structure of composition C47H43FeN2O4P3S3, with the ωB97M-V functional and the def2-TZVPD basis.

Structure (XYZ):
```
103
Properties=species:S:1:pos:R:3:mulliken_charge:R:1
Fe 14.8977 14.1260 12.5181 0.238
O 17.0566 11.0573 9.9561 -0.491
C 15.7995 11.5931 9.9480 0.365
O 14.7855 10.9213 9.8990 -0.530
C 15.6759 13.0744 9.8820 0.092
C 16.2576 13.6706 8.7908 -0.139
C 15.9143 15.0117 8.4484 -0.837
C 14.8711 15.6596 9.0724 -0.880
C 14.2391 14.9715 10.1419 0.209
N 14.8830 13.8463 10.6653 0.149
C 12.8577 15.0767 10.4483 0.270
O 12.8864 17.6111 10.2065 -0.623
O 12.0543 14.1691 10.3723 -0.523
H 17.6909 11.8437 10.0272 0.350
H 16.9907 13.1762 8.1280 0.436
H 16.6072 15.5234 7.7897 0.443
H 14.6110 16.6593 8.7792 0.534
C 7.5343 14.5559 16.6675 -0.771
S 8.3810 16.0626 17.2069 -0.094
C 10.0533 15.5093 17.6403 -0.866
C 10.8414 14.9860 16.4237 0.568
C 11.5683 16.1359 15.7337 -1.235
N 12.1815 15.6945 14.4765 0.451
P 12.8431 16.9583 13.4118 0.507
C 11.7099 16.7099 12.0922 -0.530
C 12.1560 16.4931 10.6945 2.762
C 11.0167 16.3050 9.6799 -1.480
C 9.7130 16.2946 10.0438 -0.692
C 9.3595 16.5698 11.3732 -0.817
C 10.3740 16.7245 12.2846 -0.172
C 12.5256 18.6106 14.0840 1.110
C 13.0858 19.1376 15.2969 -0.172
C 13.0669 20.5356 15.6353 -0.881
C 12.4236 21.4360 14.7207 -0.452
C 11.7815 20.9333 13.6342 -0.862
C 11.8900 19.5981 13.2708 -0.561
P 13.0439 14.2236 14.2430 0.151
C 13.7525 13.8567 15.8728 1.113
C 14.4850 14.8883 16.5459 -0.500
C 15.1486 14.6426 17.7569 -0.718
C 15.1190 13.4121 18.3763 -0.599
C 14.3879 12.3992 17.7575 -0.738
C 13.6893 12.6197 16.5621 -0.548
C 11.9362 12.8977 13.8551 1.743
C 12.4273 11.5848 13.7369 -0.607
C 11.6533 10.4870 13.3521 -0.944
C 10.3256 10.7111 13.0872 -0.718
C 9.8132 12.0223 13.1078 -1.087
C 10.6200 13.1079 13.4956 -0.361
H 6.4536 14.8055 16.8165 0.347
H 7.7237 13.5683 17.1873 0.294
H 7.6311 14.3941 15.5730 0.170
H 10.0559 14.8146 18.4933 0.475
H 10.4715 16.5192 17.9386 0.294
H 10.2744 14.3791 15.6654 -0.123
H 11.6562 14.2924 16.8173 -0.223
H 12.3534 16.5541 16.3646 0.181
H 10.8615 16.9537 15.5050 0.741
H 13.0010 18.1336 10.9790 0.443
H 11.2926 16.2080 8.6568 0.570
H 8.9128 16.0597 9.3269 0.391
H 8.3562 16.4749 11.6911 0.482
H 10.0881 16.9482 13.3116 0.281
H 13.5112 18.4925 16.0444 0.339
H 13.5856 20.9117 16.5173 0.420
H 12.4963 22.5151 14.8090 0.379
H 11.2349 21.5488 12.9456 0.425
H 11.5163 19.3275 12.2915 0.183
H 14.6787 15.8413 15.9940 0.357
H 15.6794 15.4846 18.2359 0.427
H 15.6338 13.1657 19.3592 0.311
H 14.3846 11.3560 18.1299 0.379
H 13.0432 11.8300 16.2406 0.553
H 13.5175 11.4400 13.8481 0.471
H 12.0308 9.4706 13.2822 0.482
H 9.6461 9.9110 12.8386 0.426
H 8.7603 12.1124 12.7806 0.426
H 10.0859 14.0439 13.5619 0.259
S 19.0787 13.6298 11.5355 -0.455
P 18.2136 13.2703 13.2547 1.245
S 16.8268 14.7475 13.7062 -0.506
C 19.3190 13.5305 14.6420 0.400
C 19.4409 14.7208 15.4116 -0.433
C 20.5607 14.9050 16.2223 -0.524
C 21.5664 13.9570 16.2238 -0.475
C 21.3267 12.6952 15.6939 -0.637
C 20.1471 12.4432 14.9304 -0.335
C 17.5916 11.6040 13.4730 0.473
C 18.0285 10.5817 12.6943 -0.433
C 17.5981 9.2863 12.8743 -0.729
C 16.7390 8.9992 13.9702 -0.692
C 16.3706 10.0406 14.7715 -0.570
C 16.9343 11.3460 14.6752 -0.599
H 18.6394 15.4691 15.2527 0.326
H 20.5776 15.8354 16.7941 0.369
H 22.5160 14.1615 16.7917 0.315
H 22.1359 11.9707 15.7612 0.348
H 19.9575 11.4591 14.5373 0.369
H 18.7649 10.8298 11.9496 0.539
H 18.0599 8.5309 12.2449 0.444
H 16.2189 8.0372 14.1017 0.378
H 15.7501 9.8578 15.6125 0.540
H 16.6733 12.0854 15.4419 0.421
```

Its multiplicity is 6. The calculation puts the LUMO energy (spin up / spin down) at -4.35 / -4.78 eV. The total energy comes out at -5709.28616 hartree. The expectation value of S² is 8.810. The HOMO energy (spin up / spin down) comes out at -10.2742 / -10.4560 eV. Its charge is +1.

No. 5
Computed, not measured: a structure of composition C16H31O8Rb, with the ωB97M-V functional and the def2-TZVPD basis.

Structure (XYZ):
```
56
Properties=species:S:1:pos:R:3:mulliken_charge:R:1
Rb 1.7573 2.8133 -0.7193 1.085
O 0.2282 0.0703 1.6161 -0.060
C 0.3778 0.9486 0.6097 1.181
O 0.5418 0.4734 -0.5313 -0.270
O 0.4482 2.1683 0.8615 -1.373
H 0.5010 -0.5771 0.9619 -0.064
C -1.9055 2.4927 -0.1712 -1.282
C -2.1538 1.7487 -1.4892 1.469
O -3.2753 1.2907 -1.7397 -0.657
C -1.1316 1.7450 -2.5854 -1.089
H -2.2860 1.9727 0.7081 0.133
H -2.3853 3.4692 -0.2367 0.618
H -0.8287 2.6424 -0.0931 0.113
H -1.2145 2.6314 -3.2144 0.435
H -1.3388 0.8847 -3.2219 0.351
H -0.1744 1.4814 -2.1355 -0.100
C 2.8487 0.2243 -2.4568 -0.760
C 3.4123 0.7148 -1.2382 -0.131
O 4.0014 1.7945 -1.1998 -0.712
C 3.0958 -0.0694 0.0350 -1.646
H 1.7661 0.2051 -2.3307 0.574
H 3.0860 -0.8321 -2.5821 0.320
H 3.0773 0.7694 -3.3726 0.457
H 2.0572 -0.3942 0.0968 1.568
H 3.4045 0.4380 0.9490 0.318
H 3.6804 -0.9859 -0.0440 0.494
C -1.5211 -1.1048 -0.6384 1.386
C -0.8684 -1.4325 -1.9729 -0.458
O -1.5509 -1.9508 -2.8407 -0.672
C 0.6183 -1.4741 -2.0684 0.258
H -2.5687 -1.3869 -0.7431 0.612
H -1.5070 -0.0218 -0.5162 -1.023
H -1.0492 -1.6301 0.1920 -0.531
H 0.9983 -1.7154 -3.0611 0.593
H 0.9468 -2.2887 -1.4230 0.248
H 1.0847 -0.5360 -1.7677 -1.327
C -2.2309 -0.2575 1.2862 -0.549
C -2.6967 0.8238 2.1940 0.311
O -3.8446 0.8968 2.5680 -0.633
C -1.6637 1.8025 2.7024 -1.007
H -3.0770 -0.7681 0.8264 0.462
H -1.7015 -1.0154 1.8638 0.174
H -1.5495 0.0545 0.4947 -0.245
H -2.1352 2.5941 3.2847 0.410
H -1.1594 2.2605 1.8515 0.234
H -0.9880 1.2579 3.3618 0.198
C 1.7081 -1.5513 2.5928 -1.121
C 1.1662 -2.0588 1.2873 0.992
O 1.5554 -1.6249 0.1910 -0.280
C -0.0501 -2.9510 1.2947 -1.460
H 2.5866 -0.9252 2.4369 0.129
H 1.9577 -2.4696 3.1243 0.545
H 1.0146 -1.0744 3.2854 0.284
H -0.0438 -3.6932 2.0930 0.523
H -0.0258 -3.4719 0.3376 0.378
H -0.9952 -2.4080 1.2868 0.598
```

The energy relative to the best compared isomer or geometry (same formula, charge and spin) comes out at 13.512 eV. The calculation puts the LUMO energy at -0.25 eV. The total energy comes out at -1253.80147 hartree. The HOMO energy comes out at -8.5063 eV.

No. 6
Computed, not measured: a cluster of 3 separate species, C4H14NO in total, with the ωB97M-V functional and the def2-TZVPD basis.

Structure (XYZ):
```
20
Properties=species:S:1:pos:R:3:mulliken_charge:R:1
C 2.9032 -0.7708 0.2439 -0.512
C 2.8760 0.5531 -0.6262 -0.757
N -2.0891 1.3518 -0.2103 -0.215
C -2.7977 0.1414 0.2537 -0.127
C -2.1457 -1.0956 -0.4071 -0.805
H 2.9885 -1.6360 -0.5271 0.243
H 1.9261 -0.7771 0.8264 0.113
H 3.7720 -0.8706 0.9118 0.328
H 2.9662 1.4612 -0.0356 0.282
H 3.5584 0.5900 -1.4415 0.363
H 1.7929 0.5857 -1.0007 0.169
H -2.5506 2.2892 0.0243 0.340
H -3.9606 0.2695 -0.1433 0.362
H -2.7658 -0.0343 1.3020 0.268
H -1.0277 -1.0341 -0.1689 0.171
H -2.7512 -1.9917 -0.2267 0.361
H -2.0395 -0.9131 -1.4976 0.349
H -1.1144 1.2650 0.0915 0.294
H 0.3737 0.5130 1.7321 0.280
O 0.0855 0.1034 0.8995 -0.508
```

The energy relative to the best compared isomer or geometry (same formula, charge and spin) comes out at 9.331 eV. The calculation puts the LUMO energy at -10.34 eV. The total energy comes out at -290.23229 hartree. The HOMO energy comes out at -15.0674 eV. Its charge is +1.

No. 7
Computed, not measured: a cluster of 2 separate species, C10H10ClPS in total, with the ωB97M-V functional and the def2-TZVPD basis.

Structure (XYZ):
```
23
Properties=species:S:1:pos:R:3:mulliken_charge:R:1
C 3.3305 -0.2771 1.4054 -0.573
C 3.4222 -1.7409 1.3349 -0.701
C -1.0857 1.1514 0.2016 -0.543
C 2.2005 0.0979 0.8138 -0.446
C 2.3706 -2.1263 0.6079 -0.722
C -1.8727 2.1829 -0.1260 -0.824
C -1.6332 0.5880 -1.8826 -0.376
C -0.9460 0.1715 -0.7825 0.312
C -2.3865 1.9117 -1.5766 -0.599
C 1.5047 -1.0522 0.2839 0.510
P 0.2580 -1.1539 -0.8388 0.535
S -0.0961 -2.6928 -1.9588 -0.351
Cl -3.4947 -1.4400 1.5038 -0.238
H 4.1030 0.3764 1.8496 0.371
H 4.1259 -2.3773 1.6012 0.592
H -0.6483 0.9580 1.1899 0.608
H 1.6877 1.0721 0.7779 0.364
H 2.0050 -3.1272 0.4916 0.335
H -1.9383 3.0417 0.4237 0.549
H -1.6947 0.0164 -2.8580 0.319
H -3.4452 1.7866 -1.6343 0.328
H -2.3498 2.8182 -2.2888 0.321
H -3.4171 -0.1851 1.4613 0.229
```

The energy relative to the best compared isomer or geometry (same formula, charge and spin) comes out at 1.286 eV. The calculation puts the LUMO energy at -1.21 eV. The total energy comes out at -1586.67008 hartree. The HOMO energy comes out at -8.2474 eV.